9 unconnected molecules or ions with the total composition C28H60BO8S at a distorted geometry, computed with ωB97M-V/def2-TZVPD.

Output
Total charge ... -1
Energy relative to the best compared isomer or geometry (same formula, charge and spin) ... 2.7517 eV

Each line ends with the Mulliken charge.
Positions of all 98 atoms, in Å:
O1 3.04225 -8.26803 -2.80500  -0.5197
H1 -4.15929 10.15682 0.46996  0.2581
O2 0.71177 8.19646 -0.53434  -0.5735
C1 -0.39098 -9.17095 -2.63491  -1.0873
H2 -2.71081 -6.00182 3.66900  0.2385
O3 -1.77082 -7.54993 -1.55341  -0.5725
H3 7.80223 9.15893 -2.24668  0.2845
H4 -5.85803 -10.73352 -1.46294  0.3146
H5 -6.94706 7.47252 2.26559  0.2805
H6 -5.64304 10.88277 1.12696  0.3323
H7 1.96385 0.17588 3.89987  0.2418
B1 -1.20365 -3.67696 3.36846  0.2003
C2 -5.74381 -10.82644 -2.54589  -1.1486
C3 7.04309 8.14993 1.00638  -1.0980
H8 7.89669 8.58396 1.53317  0.3566
H9 -7.45410 8.23392 0.74145  0.3309
C4 -2.09497 -3.67570 0.30923  -1.0402
H10 -0.12162 -9.05564 -3.68781  0.2766
H11 -1.99168 7.86690 1.53337  0.2455
C5 -1.58667 7.00086 1.00377  -0.7531
H12 -0.50793 7.14095 0.87637  0.1824
C6 -5.48752 8.76566 1.39636  0.7183
C7 5.21049 -8.22385 -1.80600  -1.1564
H13 -3.74800 6.17577 2.66460  0.2474
H14 -1.17635 -5.77527 0.30057  -0.3926
C8 0.85356 2.83916 1.93741  -0.8901
H15 -6.49565 -10.22325 -3.06111  0.3080
H16 4.85821 -9.13447 -1.30985  0.2870
C9 -5.23803 10.01673 0.59736  -1.0699
H17 -2.33707 -6.79439 1.92508  0.1235
C10 2.09161 6.57544 -1.61583  -1.0746
O4 -4.55729 8.07057 1.80166  -0.4377
C11 -4.36447 -10.38377 -2.95492  0.8583
H18 0.12223 -4.34996 0.50858  0.2232
H19 0.58587 2.85087 0.87547  0.2665
H20 3.54740 -6.17557 -4.08979  0.2717
H21 1.67904 3.53714 2.09769  0.3182
H22 2.36097 6.69076 -2.66874  0.3452
C12 -6.91937 8.39783 1.68032  -1.1014
H23 2.59177 9.85461 -0.53247  0.2828
H24 1.29762 -7.20959 -1.44656  0.1442
C13 -1.83616 5.74978 1.80277  0.7311
H25 0.84877 1.45613 4.42686  0.2993
H26 -3.80274 5.21804 1.14786  0.3056
H27 -3.29570 4.45664 2.67199  0.3163
H28 -5.88554 -11.87611 -2.82451  0.3144
H29 -7.39936 9.19164 2.25820  0.3291
H30 8.94543 9.10307 -0.88653  0.3372
C14 0.45376 -6.81933 -2.02106  -0.7082
H31 7.17331 7.07054 0.89497  0.3209
H32 0.41522 -9.66612 -2.08776  0.3395
H33 -1.60327 -2.62012 0.05417  0.1946
H34 3.78021 8.53680 -0.42748  0.0714
C15 1.68465 1.22584 3.76142  -1.1184
H35 -2.04647 6.90915 0.01653  0.3115
O5 -0.90593 5.05469 2.20806  -0.5593
O6 -3.58518 -11.15512 -3.51212  -0.5817
H36 5.27180 -6.60370 -4.14727  0.3779
H37 -0.01936 3.14140 2.52147  0.2776
H38 -1.23032 -7.15064 3.40825  0.1840
H39 2.54724 1.85193 4.00309  0.4069
H40 -4.64832 -8.27428 -3.17586  0.3694
C16 8.04707 8.64689 -1.30999  -1.1131
H41 -2.95331 -8.78254 -3.00669  -0.0847
H42 8.22203 7.58974 -1.52472  0.3330
H43 0.18506 -5.35921 2.69243  -0.0103
H44 3.24334 9.14726 -2.02744  0.3324
H45 2.89781 6.08027 -1.06869  0.3028
H46 -5.69783 9.92503 -0.38987  0.3295
H47 0.76075 -6.59913 -3.04652  0.3304
C17 4.41992 -6.43931 -3.48259  -1.1361
H48 5.45374 -7.48116 -1.04211  0.3392
O7 1.28574 0.52963 1.51254  -0.5576
C18 2.93634 8.92707 -1.00198  -0.8047
C19 -1.88337 -6.29556 2.89543  -0.8309
C20 -0.95670 -4.73888 0.81992  0.3637
H49 -4.01070 -8.78455 -1.57780  0.3253
S1 -0.22109 -2.14878 2.88993  -0.3531
C21 -3.97538 -8.96066 -2.65577  -0.7299
C22 1.81372 7.92418 -1.00795  0.8061
H50 -1.09691 -3.96191 4.52603  -0.2295
H51 0.10918 -5.89179 -1.55155  0.2085
H52 -2.36073 -3.39724 3.22967  -0.1933
C23 -0.92617 -5.00463 2.43719  -0.0308
C24 6.89807 8.79046 -0.34806  0.8435
H53 4.62795 -5.61697 -2.79343  0.3270
H54 1.19117 5.95540 -1.55027  0.2780
H55 -2.48284 -4.08282 -0.74407  0.3092
C25 -3.26801 5.38196 2.08673  -1.0042
C26 1.27558 1.44852 2.33002  0.7941
H56 -0.78333 -1.53652 1.75826  -0.0164
H57 -3.04474 -3.59622 0.98789  0.2303
H58 6.09762 -8.46782 -2.39588  0.3443
H59 6.13760 8.33493 1.59408  0.2852
H60 -1.29142 -9.79099 -2.56935  0.3556
C27 -0.66887 -7.82222 -2.02703  0.7846
C28 4.12631 -7.69540 -2.70679  0.8777
O8 5.87993 9.40743 -0.65706  -0.5461

Atoms 1-3, force components in eV/Å:
1.5441 0.6452 0.0419
-0.2397 -0.0601 0.0380
1.4429 -0.2266 -0.7666

=====

A molecular structure, C21H27CoN4O2, computed with ωB97M-V/def2-TZVPD.

Output
Total charge ... +2
Calculated total energy ... -2568.1121 hartree

Each line ends with the Mulliken charge.
Positions of all 55 atoms, in Å:
H1 2.13097 2.21957 -2.17280  0.2982
C1 -1.33149 0.23724 -0.99547  1.2301
H2 0.93597 -2.97123 -0.69431  0.1392
C2 -2.67530 0.43049 -1.58084  -1.8586
C3 -0.28088 -0.46445 -3.28742  -1.8437
H3 -4.17442 -0.54799 3.41402  0.5069
Co1 0.75331 0.08697 0.69819  -0.4718
C4 0.65560 -1.56831 2.81231  0.5577
H4 -3.37347 0.83576 -0.85327  0.3875
H5 0.68038 -3.04850 -2.44206  0.2891
H6 -3.05455 -0.52891 -1.94498  0.4432
H7 -0.23749 2.87892 0.61886  0.1369
C5 3.76864 -2.32007 -2.28132  -1.0496
O1 0.62438 -2.59669 3.39733  -0.4963
C6 2.80826 1.79131 -1.43035  -1.1097
H8 -1.20820 4.12214 1.41231  0.4723
H9 -2.61171 1.09498 -2.44571  0.4811
C7 -1.97345 0.79291 1.26018  -1.2307
H10 2.31832 1.88757 -0.44995  0.0540
H11 1.89643 -4.06088 -1.68584  0.4517
H12 0.62745 -0.90545 -3.68896  0.4086
N1 0.74407 0.77675 2.54536  -0.0676
O2 0.91602 -1.46807 1.47767  -0.2666
H13 -3.05360 -2.29458 2.23907  0.4456
C8 -3.57403 0.19595 2.90664  -1.0459
C9 -2.04932 2.15094 1.59792  1.0316
H14 3.69963 2.41320 -1.39966  0.4732
H15 5.18994 0.76121 -2.29941  0.4797
C10 1.44046 -3.07450 -1.65565  -1.0824
N2 0.40124 -0.32325 3.35998  -0.1735
C11 -3.66653 1.52817 3.27559  -0.9861
H16 -3.00542 3.53875 2.91472  0.5108
H17 -0.48127 0.47421 -3.81435  0.4123
H18 -3.17339 -1.83566 0.55062  0.3159
C12 -2.71788 -0.20843 1.88758  1.2742
C13 -2.91231 2.49917 2.62725  -0.9358
C14 4.43016 0.00027 -2.17747  -1.1274
H19 4.02210 -3.35298 -2.48100  0.5010
C15 2.21553 -0.65743 -1.61988  -0.2631
N3 0.91944 -0.27000 -1.15061  0.7596
H20 -4.33541 1.81736 4.07497  0.4797
N4 -1.03537 0.41752 0.24005  1.5229
C16 4.72603 -1.32868 -2.44698  -0.8952
C17 -2.62064 -1.65209 1.47618  -1.3209
H21 0.45885 -0.21718 4.36392  0.2661
H22 -1.13169 -1.12129 -3.47759  0.4649
H23 5.72019 -1.59711 -2.77776  0.4530
C18 -1.26296 3.19502 0.84556  -1.1957
C19 3.16379 0.36265 -1.74663  0.8475
H24 -1.73403 3.43080 -0.11167  0.3231
C20 -0.15418 -0.19731 -1.83897  0.9157
H25 1.65470 1.15715 2.81870  0.3717
H26 -1.59158 -1.97429 1.31405  0.1283
H27 0.03433 1.49893 2.67739  0.3157
C21 2.48441 -2.01059 -1.85548  1.2716

Atoms 1-3, force components in eV/Å:
-0.0094 -0.0005 0.0186
-0.0118 -0.1151 -0.0976
0.0102 -0.0005 0.0398

=====

C3H3NO2 in the gas phase at a distorted geometry, computed with ωB97M-V/def2-TZVPD.

Output
Total charge ... 0
Energy relative to the best compared isomer or geometry (same formula, charge and spin) ... 2.7194 eV
SMILES string ... N#CCOC=O

Each line ends with the Mulliken charge.
Positions of all 9 atoms, in Å:
H1 -0.12880 0.16407 1.30209  0.2695
C1 -1.22768 -0.47862 -0.44623  0.2169
O1 -1.10329 -1.28674 0.41221  -0.4576
O2 -0.64889 0.71440 -0.56563  -0.2638
C2 1.40786 -0.18796 -0.01935  0.4117
C3 0.45359 0.65583 0.44061  -0.3265
H2 -1.83438 -0.41228 -1.44453  0.2687
H3 0.88996 1.78249 0.78841  0.2794
N1 2.19164 -0.95119 -0.46758  -0.3983

Atoms 1-3, force components in eV/Å:
1.6758 1.0690 -0.5856
-2.5825 0.6998 -3.6859
-0.3133 -0.5264 -0.1275

=====

Question: What is the formula in the third record?
Answer: C3H3NO2

=====

Question: Among the records above, which one has the lowest total charge?
Answer: C28H60BO8S

=====

Question: Number 1 is which compound?
Answer: C28H60BO8S

=====

Question: What is the total charge in the third record?
Answer: 0